[1]
Here is one molecule with the formula C24H30N4O2 from the OMol25 dataset. Energies are from ωB97M-V/def2-TZVPD.

Calculated values
ΔE to the lowest compared entry with this formula, charge and spin (kcal per mole): 0.00
Lowest unoccupied orbital energy (Eh): 0.023
Highest occupied orbital energy (eV): -7.873
Kohn-Sham gap (eV): 8.50
Maximum force (eV Å⁻¹): 0.96
Structure (SMILES): Cn1c(C(=O)N2CCN(C3CCCCC3)CC2)cc2c(=O)n(C)c3ccccc3c21
Calculated total energy (eV): -35431.9483

```
! RIJCOSX wB97M-V def2-TZVPD def2/J DEFGRID3
* xyz 0 1
C 0.69 2.28 -3.64
N 1.17 1.56 -2.49
C 0.39 0.70 -1.76
C -1.01 0.39 -2.11
O -1.35 0.18 -3.26
N -1.90 0.34 -1.09
C -1.69 0.66 0.30
C -1.95 -0.58 1.16
N -3.31 -1.00 0.95
C -3.86 -1.95 1.91
C -3.11 -3.29 2.01
C -3.62 -4.06 3.22
C -3.23 -3.36 4.53
C -3.01 -1.86 4.31
C -4.00 -1.30 3.30
C -3.50 -1.38 -0.44
C -3.24 -0.16 -1.33
C 1.17 0.12 -0.78
C 2.46 0.67 -0.91
C 3.64 0.37 -0.15
O 3.69 -0.42 0.78
N 4.77 1.07 -0.56
C 5.99 0.78 0.15
C 4.77 2.02 -1.57
C 5.95 2.70 -1.88
C 5.98 3.68 -2.85
C 4.83 4.01 -3.55
C 3.66 3.34 -3.27
C 3.60 2.33 -2.31
C 2.43 1.58 -1.97
H 1.38 2.15 -4.48
H -0.28 1.86 -3.93
H 0.56 3.34 -3.42
H -2.41 1.44 0.58
H -0.68 1.05 0.45
H -1.22 -1.36 0.88
H -1.80 -0.32 2.21
H -4.87 -2.17 1.54
H -3.28 -3.87 1.10
H -2.04 -3.12 2.11
H -3.22 -5.08 3.21
H -4.71 -4.14 3.14
H -4.03 -3.51 5.26
H -2.32 -3.80 4.93
H -1.99 -1.69 3.96
H -3.12 -1.33 5.26
H -3.88 -0.22 3.20
H -5.01 -1.48 3.68
H -2.81 -2.19 -0.75
H -4.52 -1.72 -0.59
H -3.96 0.63 -1.08
H -3.33 -0.41 -2.39
H 0.89 -0.64 -0.08
H 5.75 0.01 0.88
H 6.36 1.66 0.68
H 6.76 0.40 -0.52
H 6.86 2.48 -1.35
H 6.91 4.19 -3.06
H 4.85 4.78 -4.30
H 2.77 3.62 -3.81
*
```

***

[2]
Here is one molecule with the formula C25H32FN5O4 from the OMol25 dataset. Energies are from ωB97M-V/def2-TZVPD.

Calculated values
ΔE to the lowest compared entry with this formula, charge and spin (kcal per mole): 6.05
Lowest unoccupied orbital energy (Eh): 0.023
Highest occupied orbital energy (eV): -7.357
Kohn-Sham gap (eV): 7.98
Maximum force (eV Å⁻¹): 1.26
Structure (SMILES): CN(C)CCNC(=O)C(=O)NC[C@H](c1ccc2c(c1)OCO2)N1CCN(c2ccc(F)cc2)CC1
Calculated total energy (eV): -44802.2413

```
! RIJCOSX wB97M-V def2-TZVPD def2/J DEFGRID3
* xyz 0 1
C 4.33 1.09 0.39
N 5.55 0.74 -0.29
C 6.36 1.89 -0.61
C 5.42 -0.22 -1.36
C 4.85 0.27 -2.71
N 3.50 0.75 -2.61
C 2.42 -0.02 -2.64
O 2.38 -1.23 -2.82
C 1.14 0.79 -2.39
O 1.18 1.98 -2.14
N 0.05 0.02 -2.45
C -1.31 0.45 -2.25
C -1.99 -0.26 -1.06
C -3.47 -0.36 -1.37
C -4.27 0.76 -1.21
C -5.63 0.74 -1.51
C -6.15 -0.44 -1.98
C -5.35 -1.57 -2.15
C -4.01 -1.55 -1.85
O -6.11 -2.60 -2.62
C -7.42 -2.09 -2.76
O -7.43 -0.74 -2.35
N -1.83 0.45 0.21
C -2.36 -0.30 1.34
C -1.43 -1.42 1.83
N -0.11 -0.90 2.15
C 0.19 -0.50 3.43
C 0.95 0.65 3.72
C 1.30 0.98 5.01
C 0.88 0.17 6.05
F 1.22 0.50 7.32
C 0.14 -0.97 5.82
C -0.19 -1.30 4.52
C 0.44 -0.20 1.00
C -0.50 0.93 0.55
H 3.76 0.19 0.59
H 3.69 1.79 -0.16
H 4.59 1.55 1.34
H 6.62 2.40 0.31
H 7.28 1.57 -1.10
H 5.85 2.62 -1.27
H 6.42 -0.63 -1.56
H 4.79 -1.04 -1.00
H 5.48 1.06 -3.12
H 4.85 -0.59 -3.40
H 3.32 1.73 -2.41
H 0.23 -0.96 -2.67
H -1.88 0.23 -3.15
H -1.30 1.53 -2.09
H -1.58 -1.29 -1.02
H -3.82 1.67 -0.82
H -6.25 1.61 -1.38
H -3.40 -2.44 -1.98
H -7.74 -2.16 -3.81
H -8.11 -2.67 -2.12
H -3.33 -0.71 1.06
H -2.50 0.41 2.15
H -1.87 -1.89 2.70
H -1.31 -2.19 1.05
H 1.27 1.31 2.92
H 1.87 1.87 5.22
H -0.16 -1.60 6.64
H -0.74 -2.21 4.35
H 1.43 0.18 1.23
H 0.54 -0.93 0.19
H -0.07 1.49 -0.28
H -0.63 1.63 1.38
*
```

***

[3]
Here is a 2-piece molecular cluster, C6H18N3OP overall from the OMol25 dataset. Energies are from ωB97M-V/def2-TZVPD.

Calculated values
ΔE to the lowest compared entry with this formula, charge and spin (kcal per mole): 91.89
Lowest unoccupied orbital energy (Eh): 0.021
Highest occupied orbital energy (eV): -8.496
Kohn-Sham gap (eV): 9.08
Maximum force (eV Å⁻¹): 4.56
Structure (SMILES): CN[P@@](C)(=O)N(C)C.C=NC
Calculated total energy (eV): -22319.3685

```
! RIJCOSX wB97M-V def2-TZVPD def2/J DEFGRID3
* xyz 0 1
C 3.29 -1.98 -1.38
N 2.72 -0.78 -0.88
P 2.14 -0.77 0.67
C 0.76 -1.93 1.16
O 3.34 -0.71 1.56
N 1.34 0.76 0.67
C 1.90 1.90 1.36
C -0.10 0.77 0.43
H 4.15 -2.14 -0.70
H 2.66 -2.91 -1.29
H 3.57 -1.86 -2.34
H 2.03 -0.52 -1.52
H 1.19 -2.93 1.12
H -0.11 -1.95 0.51
H 0.56 -1.64 2.21
H 2.98 1.84 1.06
H 1.42 2.78 0.91
H 1.88 1.78 2.51
H -0.73 0.32 1.25
H -0.51 1.79 0.28
H -0.34 0.10 -0.51
C -3.65 -0.04 -1.23
N -3.46 1.19 -0.93
C -4.68 1.83 -0.63
H -4.70 -0.57 -1.32
H -2.66 -0.47 -1.40
H -4.66 2.92 -0.94
H -5.57 1.38 -1.17
H -4.75 1.84 0.54
*
```

***

[4]
Here is a 2-piece molecular cluster, C2H9N2 overall from the OMol25 dataset. Energies are from ωB97M-V/def2-TZVPD.

Calculated values
ΔE to the lowest compared entry with this formula, charge and spin (kcal per mole): 26.17
Lowest unoccupied orbital energy (Eh): -0.185
Highest occupied orbital energy (eV): -15.158
Kohn-Sham gap (eV): 10.11
Maximum force (eV Å⁻¹): 2.77
Calculated total energy (eV): -5192.8191

```
! RIJCOSX wB97M-V def2-TZVPD def2/J DEFGRID3
* xyz 1 1
N -2.21 1.01 0.23
H -2.96 1.12 -0.44
H -1.88 1.95 0.45
H -2.67 0.70 1.08
H -0.29 0.52 -0.24
C 1.25 -0.70 0.99
C 0.93 -0.47 -1.31
N 0.55 -0.07 -0.15
H 2.32 -0.55 1.03
H 1.06 -1.77 0.87
H 0.78 -0.50 1.95
H 0.38 -0.13 -2.18
H 1.62 -1.30 -1.34
*
```

***

[5]
Here is C7H4N2S as an isolated structure from the OMol25 dataset. Energies are from ωB97M-V/def2-TZVPD.

Calculated values
ΔE to the lowest compared entry with this formula, charge and spin (kcal per mole): 11.18
Lowest unoccupied orbital energy (alpha / beta) (Eh): -0.059 / -0.059
Highest occupied orbital energy (alpha / beta) (eV): -8.467 / -8.470
Kohn-Sham gap (alpha / beta) (eV): 6.87 / 6.87
Maximum force (eV Å⁻¹): 4.40
Calculated total energy (eV): -21131.6765

```
! RIJCOSX wB97M-V def2-TZVPD def2/J DEFGRID3
* xyz 0 1
C 3.37 0.48 0.32
C 4.29 -0.55 0.15
C 0.96 2.39 -0.23
C 3.09 1.77 0.14
C 2.07 -0.45 0.08
C 0.83 0.00 -0.06
C -0.31 -0.93 0.18
N 2.28 2.66 -0.16
N 0.38 1.27 -0.28
S 3.09 -1.85 -0.02
H 0.26 3.13 -0.61
H -1.10 -0.64 -0.56
H -0.03 -1.97 0.21
H -0.62 -0.64 1.11
*
```

***

[6]
Here is an isolated ion of composition C4H11BN and charge +1 from the OMol25 dataset. Energies are from ωB97M-V/def2-TZVPD.

Calculated values
ΔE to the lowest compared entry with this formula, charge and spin (kcal per mole): 2.42
Lowest unoccupied orbital energy (Eh): -0.135
Highest occupied orbital energy (eV): -15.412
Kohn-Sham gap (eV): 11.75
Maximum force (eV Å⁻¹): 3.58
Structure (SMILES): B1CCC[NH2+]C1
Calculated total energy (eV): -6485.0144

```
! RIJCOSX wB97M-V def2-TZVPD def2/J DEFGRID3
* xyz 1 1
B 0.62 -1.45 0.20
C 1.57 -0.28 0.10
C 0.91 1.06 -0.29
C -0.45 1.31 0.36
N -1.46 0.32 -0.09
C -0.90 -1.28 -0.11
H 0.96 -2.65 0.39
H 2.41 -0.15 0.86
H 2.14 -0.57 -0.73
H 1.49 1.83 0.02
H 0.79 1.17 -1.37
H -0.42 1.31 1.48
H -0.77 2.31 0.18
H -1.94 0.28 -1.02
H -2.15 0.22 0.66
H -1.20 -1.61 -1.15
H -1.61 -1.83 0.51
*
```

***

[7]
Here is a 2-piece molecular cluster, C6H10O overall from the OMol25 dataset. Energies are from ωB97M-V/def2-TZVPD.

Calculated values
ΔE to the lowest compared entry with this formula, charge and spin (kcal per mole): 72.25
Lowest unoccupied orbital energy (Eh): 0.039
Highest occupied orbital energy (eV): -8.808
Kohn-Sham gap (eV): 9.86
Maximum force (eV Å⁻¹): 0.44
Structure (SMILES): C=CCC=C=CO.[H][H]
Calculated total energy (eV): -8428.1074

```
! RIJCOSX wB97M-V def2-TZVPD def2/J DEFGRID3
* xyz 0 1
C -1.20 -1.75 -1.16
C -1.18 -0.77 -0.27
C -1.26 0.69 -0.65
C 0.07 1.41 -0.51
C 1.18 0.79 -0.20
C 2.17 -0.03 0.04
O 2.62 -0.43 1.27
H -1.08 -2.78 -0.83
H -1.35 -1.55 -2.22
H -1.10 -1.03 0.78
H -1.58 0.77 -1.70
H -2.01 1.21 -0.05
H 0.06 2.49 -0.70
H 2.76 -0.45 -0.77
H 2.14 0.07 1.94
H -0.23 0.54 2.84
H 0.00 0.83 2.19
*
```

***

[8]
Here is C48H49CsF6NPSbTe as an isolated structure from the OMol25 dataset. Energies are from ωB97M-V/def2-TZVPD.

Calculated values
ΔE to the lowest compared entry with this formula, charge and spin (kcal per mole): 20.81
Lowest unoccupied orbital energy (alpha / beta) (Eh): 0.124 / 0.121
Highest occupied orbital energy (alpha / beta) (eV): -0.750 / -0.750
Kohn-Sham gap (alpha / beta) (eV): 4.12 / 4.04
Maximum force (eV Å⁻¹): 1.67
<S²>: 0.7551
Calculated total energy (eV): -92038.6681

```
! RIJCOSX wB97M-V def2-TZVPD def2/J DEFGRID3
* xyz -2 2
Cs 0.67 -1.73 0.49
C -5.50 3.94 2.47
C -5.48 4.54 1.22
C -4.74 3.97 0.19
C -4.03 2.79 0.39
C -4.07 2.19 1.65
C -4.79 2.76 2.68
P -3.02 1.99 -0.90
C -3.40 2.82 -2.49
C -4.18 2.20 -3.47
C -4.45 2.85 -4.66
C -3.97 4.13 -4.90
C -3.21 4.76 -3.93
C -2.92 4.11 -2.74
C -4.12 0.44 -1.07
C -3.48 -0.74 -1.43
C -4.19 -1.92 -1.56
C -5.55 -1.93 -1.33
C -6.20 -0.76 -0.96
C -5.48 0.42 -0.82
H -6.07 4.38 3.28
H -6.03 5.45 1.05
H -4.73 4.44 -0.79
H -3.53 1.26 1.82
H -4.81 2.28 3.65
H -4.56 1.21 -3.30
H -5.04 2.34 -5.42
H -4.19 4.63 -5.84
H -2.83 5.76 -4.10
H -2.32 4.62 -1.99
H -2.41 -0.75 -1.61
H -3.67 -2.84 -1.80
H -6.10 -2.86 -1.38
H -7.26 -0.77 -0.75
H -6.00 1.33 -0.53
C 2.65 -3.84 -3.22
C 3.74 -3.20 -2.41
C 4.98 -3.85 -2.26
C 5.92 -3.27 -1.43
C 7.27 -3.94 -1.25
C 5.67 -2.10 -0.73
C 4.41 -1.42 -0.81
C 3.51 -2.02 -1.75
N 3.94 -0.34 -0.17
C 4.58 0.43 0.87
C 3.72 0.32 2.15
C 4.17 1.27 3.26
C 5.62 0.96 3.64
C 6.51 1.12 2.40
C 6.43 2.56 1.91
C 4.98 2.88 1.52
C 4.08 2.72 2.75
C 4.53 1.91 0.43
C 6.04 0.15 1.30
H 3.04 -4.34 -4.11
H 1.91 -3.10 -3.55
H 2.12 -4.58 -2.62
H 5.17 -4.79 -2.76
H 7.29 -4.92 -1.74
H 7.49 -4.09 -0.19
H 8.07 -3.33 -1.67
H 6.46 -1.75 -0.09
H 2.56 -1.51 -1.89
H 3.76 -0.72 2.50
H 2.69 0.53 1.87
H 3.53 1.15 4.14
H 5.69 -0.07 4.02
H 5.96 1.63 4.44
H 7.55 0.88 2.67
H 7.08 2.69 1.03
H 6.78 3.25 2.69
H 4.92 3.91 1.16
H 3.05 2.95 2.49
H 4.39 3.41 3.54
H 5.16 2.02 -0.47
H 3.51 2.11 0.13
H 6.12 -0.87 1.68
H 6.70 0.24 0.43
F -0.74 -2.04 2.51
Sb 0.85 -5.21 1.48
F 1.91 -5.90 3.01
F 2.57 -4.35 1.09
F 0.48 -7.13 1.26
F 0.82 -5.30 -0.52
F -1.92 -3.29 0.51
C 1.16 3.94 0.00
C 0.97 3.04 -1.04
C -0.29 2.52 -1.28
C -1.38 2.91 -0.51
C -1.18 3.79 0.55
C 0.09 4.30 0.80
H 2.15 4.33 0.21
H 1.81 2.71 -1.64
H -0.43 1.80 -2.08
H -2.01 4.09 1.18
H 0.24 4.99 1.62
Te -2.74 -2.93 2.25
C -4.49 -3.88 1.38
C -4.45 -4.89 0.42
C -5.61 -5.50 -0.02
C -6.85 -5.13 0.51
C -6.90 -4.13 1.48
C -5.73 -3.51 1.89
H -3.49 -5.19 0.01
H -5.56 -6.27 -0.77
H -7.75 -5.61 0.17
H -7.85 -3.83 1.89
H -5.79 -2.70 2.62
*
```

***

What is the maximum force in the seventh record? 0.44 eV Å⁻¹